Record 1
A 2-piece molecular cluster, C30H34BF3O3 overall at a distorted geometry, computed with ωB97M-V with the def2-TZVPD basis set.

- Highest occupied orbital energy: -6.546 eV
- Gap between HOMO and LUMO: 3.5 eV
- ΔE to the lowest compared entry with this formula, charge and spin: 173.0 kJ/mol
- LUMO energy: -3.02 eV

Structure (ORCA input):
```
! wB97M-V def2-TZVPD RIJCOSX def2/J DEFGRID3
* xyz 0 1
H -2.85 -2.07 3.02
C -0.92 -3.05 3.18
H -2.53 -3.41 -0.33
C 1.08 3.91 1.17
C -1.07 -4.84 -1.06
C 1.00 -3.92 -2.00
H 0.04 0.57 5.08
H -1.83 -0.79 -0.31
H 1.79 0.82 5.64
O 2.03 0.97 1.27
H -1.68 -5.71 -0.81
H 1.07 2.82 -5.27
C 1.00 1.06 4.92
H -1.88 0.06 2.31
H 3.46 1.50 -0.98
H -1.39 2.08 -0.38
C 0.50 -2.64 -1.80
H 1.99 -4.05 -2.47
F -2.18 -5.00 2.55
H 2.36 2.75 -1.57
H 1.93 3.69 1.84
C -1.52 -4.38 3.59
H 1.10 -3.79 3.33
C -2.41 0.81 -2.38
H 1.44 4.52 0.33
C 0.18 -0.62 2.39
H 2.58 1.37 3.44
C -1.20 -0.77 2.52
C 0.93 2.44 4.35
C 1.01 0.46 -0.72
C -0.72 -0.46 -3.60
H 0.59 -6.03 -1.89
H -3.11 0.87 -1.55
H -1.30 3.76 0.12
C 0.21 -5.03 -1.66
C 0.46 -2.94 3.09
H 0.34 4.49 1.74
C -2.33 1.80 -3.33
H -0.39 3.23 -1.30
H 0.10 4.08 -6.11
C 0.43 2.62 0.64
C 2.73 2.26 -0.66
H 0.75 0.74 -1.74
H 0.06 2.38 -6.68
C -0.81 -2.44 -1.30
H 1.13 -1.77 -2.00
C -0.55 0.57 -4.50
C -1.56 -3.56 -0.84
H 0.13 0.50 -5.36
C -1.28 1.77 -4.30
H -3.01 2.65 -3.32
C 1.58 1.60 0.09
F -0.60 -5.27 4.06
O -0.15 1.87 1.71
C 1.49 1.32 3.54
C -0.72 2.93 -0.30
C -1.76 -1.98 2.91
H -0.16 -1.39 -3.76
H 1.66 3.20 4.66
C -1.49 -0.29 -2.41
H 2.08 -1.63 2.62
F -2.46 -4.23 4.59
C -1.32 -1.10 -1.24
H -0.08 2.82 4.16
H 3.25 3.01 -0.05
C 0.14 3.04 -5.81
B 0.81 0.88 2.08
O -1.03 2.92 -4.96
H 1.71 -0.38 -0.71
C 1.00 -1.71 2.68
H 0.11 0.08 -0.20
*
```

These are the Mulliken partial charges, in e, on atoms 1 to 8:
1 H 0.38
2 C 0.37
3 H 0.39
4 C -2.08
5 C -0.76
6 C -1.17
7 H 0.16
8 H 0.43

Record 2
C6H9NO5Yb as an isolated structure at a distorted geometry, computed with ωB97M-V with the def2-TZVPD basis set.

- Highest occupied orbital energy (alpha / beta): -13.890 / -13.890 eV
- Gap between HOMO and LUMO (alpha / beta): 9.3 / 9.3 eV
- ΔE to the lowest compared entry with this formula, charge and spin: 0.0 kJ/mol
- LUMO energy (alpha / beta): -4.63 / -4.61 eV
- ⟨S²⟩: 0.751

Structure (ORCA input):
```
! wB97M-V def2-TZVPD RIJCOSX def2/J DEFGRID3
* xyz 1 2
O -2.45 1.45 2.58
Yb -1.68 0.00 -1.13
C 1.15 1.03 -0.60
H 0.06 1.05 2.32
H 0.78 -2.92 0.16
C -1.92 1.25 1.54
O -0.36 0.76 -2.41
C 0.45 -0.91 0.78
O 1.86 0.56 -2.82
H 2.14 0.67 -0.31
H 1.13 2.11 -0.47
C 0.48 -1.98 -0.28
C 0.95 0.76 -2.08
H 1.44 -0.87 1.24
H -0.15 2.34 1.14
O -2.53 0.97 0.36
C -0.41 1.31 1.37
H 1.14 -1.74 -1.12
H -1.01 -2.97 -1.25
O -0.89 -2.12 -0.82
H -0.26 -1.19 1.55
N 0.07 0.43 0.25
*
```

These are the natural (NBO) partial charges, in e, on atoms 1 to 8:
1 O -0.50
2 Yb 2.31
3 C -0.35
4 H 0.24
5 H 0.24
6 C 0.77
7 O -0.92
8 C -0.27

Record 3
A 2-piece molecular cluster, CH7NO2 overall at a distorted geometry, computed with ωB97M-V with the def2-TZVPD basis set.

- SMILES: NCO.O
- Highest occupied orbital energy: -9.568 eV
- Gap between HOMO and LUMO: 10.5 eV
- ΔE to the lowest compared entry with this formula, charge and spin: 29.2 kJ/mol
- LUMO energy: 0.88 eV

Structure (ORCA input):
```
! wB97M-V def2-TZVPD RIJCOSX def2/J DEFGRID3
* xyz 0 1
H -0.17 1.37 -1.59
C -0.19 0.82 -0.65
N -0.35 -0.64 -0.98
H 0.61 -0.97 -0.97
H -0.58 -1.11 1.18
O 1.05 1.06 -0.04
H -0.82 -0.56 -1.86
H 0.56 -1.22 2.17
O -0.03 -0.59 1.77
H -1.00 0.97 0.07
H 0.92 0.85 0.90
*
```

These are the natural (NBO) partial charges, in e, on atoms 1 to 8:
1 H 0.16
2 C 0.09
3 N -0.90
4 H 0.37
5 H 0.50
6 O -0.73
7 H 0.36
8 H 0.48

Record 4
A 8-piece molecular cluster, C59H42F10IN3O31PS overall at a distorted geometry, computed with ωB97M-V with the def2-TZVPD basis set.

- Highest occupied orbital energy: -10.826 eV
- Gap between HOMO and LUMO: 5.5 eV
- LUMO energy: -5.31 eV

Structure (ORCA input):
```
! wB97M-V def2-TZVPD RIJCOSX def2/J DEFGRID3
* xyz 1 1
C 7.17 -5.97 3.15
C -13.49 -3.18 -2.64
F -0.55 3.40 -4.27
O 7.19 -7.66 4.81
O 9.35 -0.58 -1.93
C 1.69 0.38 -0.21
H 10.08 0.06 -7.78
H 5.48 -7.59 6.17
H -1.65 -4.35 1.22
H 3.83 -4.72 4.85
C -6.83 -2.53 -0.76
O 5.58 6.71 -2.41
H -6.18 6.71 -0.64
C 9.35 -0.39 -3.30
C 6.55 -4.90 2.65
C -7.24 4.03 2.89
O 8.69 2.69 -3.95
C -12.19 -1.23 -1.67
C 7.98 3.62 -3.57
O -14.54 -1.25 -1.76
C 5.30 -4.38 3.26
N -2.55 -0.20 -0.87
H 2.52 -1.20 1.38
O 4.76 -3.38 2.80
O -9.85 8.81 -0.51
C 2.43 -0.04 1.20
O -0.48 2.52 1.05
C 6.28 -8.33 11.01
H 5.25 5.38 -0.70
H -10.08 -1.43 -1.66
O -2.68 2.73 -0.10
C 10.44 -0.62 -4.03
C -7.53 9.69 -3.37
C 8.08 0.07 -3.93
C 8.63 -8.81 9.45
O -3.16 -4.98 -1.42
C 8.64 -9.01 10.91
O -12.33 -5.06 -3.48
C -5.43 4.23 1.12
C 7.23 3.56 -2.31
H 7.33 2.66 -1.71
C 7.09 5.87 -4.02
O -5.41 2.55 2.78
O 7.55 -8.98 13.01
C -5.97 3.53 2.29
F 4.78 -2.09 0.55
H 8.28 -8.33 7.16
C -6.05 5.30 0.62
F 6.56 -1.18 -0.77
H 9.57 -9.35 11.35
O -5.55 5.97 -0.48
O 4.85 -6.85 6.01
O -7.84 6.82 0.77
H -14.45 -3.61 -2.90
F -2.22 1.89 -3.32
C 0.10 -2.01 -0.70
C 5.09 -1.04 -0.46
F 4.58 1.46 -1.05
H 6.42 -3.50 1.38
F 0.90 3.58 -1.59
O -7.75 3.35 3.98
S -1.20 2.22 -0.30
C -7.85 5.11 2.40
N -2.67 -1.55 -1.05
C -8.15 10.76 -3.86
O -10.00 -3.82 -2.73
H -1.51 -5.92 0.61
H 11.37 -0.95 -3.59
O -12.21 0.02 -1.09
F 6.26 0.94 0.56
C 10.43 -0.41 -5.49
H -8.17 -3.25 -2.76
H 6.99 6.77 -4.61
H 4.46 0.32 2.35
H 3.69 1.83 1.52
C 6.31 5.80 -2.77
C 4.75 -5.10 4.42
H 7.15 0.65 -5.83
O 9.62 -9.02 8.75
C -7.10 -2.93 -2.36
H 8.08 -6.36 2.71
I 1.81 -3.39 -0.65
C 4.90 0.50 0.08
H 6.64 -8.76 13.30
O -9.94 12.29 -3.72
C 9.17 0.08 -6.11
N -1.14 -4.94 0.52
H -8.28 12.17 -5.13
H -3.73 -5.05 -0.57
F 4.39 -1.32 -1.76
H 1.62 1.57 -0.19
H -4.52 3.84 0.69
C -9.34 9.49 -1.60
C 6.45 4.58 -1.93
H 8.44 -0.36 -1.64
H -9.22 8.08 -0.34
C -11.04 -1.87 -1.90
C 0.26 -0.36 -0.48
C -5.32 -2.05 -0.22
O 5.28 -8.15 11.70
C -9.95 10.57 -2.09
H -5.12 -1.75 0.92
C -13.50 -1.85 -2.01
H -5.99 -3.14 -4.61
O 8.60 4.91 -5.57
C -1.48 -2.43 -0.96
C -0.51 3.17 -1.77
H -11.38 -5.31 -3.54
C -11.04 -3.21 -2.52
H -3.51 -2.39 -3.72
C -9.40 11.29 -3.25
O 11.42 -0.62 -6.19
C 6.27 -8.10 9.55
C -4.12 -2.01 -1.34
C -4.40 -2.43 -2.93
C -0.78 2.36 -3.20
C 7.87 4.85 -4.39
H 1.74 0.37 2.09
O 5.74 4.53 -0.75
H -13.15 0.27 -1.03
F -1.34 4.42 -1.88
H -10.87 10.95 -1.66
C 5.36 -6.17 4.92
P -1.60 -4.35 -1.14
C 7.37 -8.32 8.83
O -7.51 8.01 -1.71
H -7.77 -2.59 -0.05
C 3.90 0.67 1.37
H -8.77 5.49 2.82
C 6.63 -6.68 4.32
O 7.37 -8.10 7.46
H -6.62 9.30 -3.80
C -12.35 -3.82 -2.88
C 7.55 -8.79 11.64
C -5.88 -2.90 -3.47
F 0.19 1.24 -3.32
C -1.21 0.33 -0.60
H 5.35 -7.75 9.11
O 9.17 0.30 -7.48
C -8.07 8.99 -2.19
C -7.30 5.82 1.24
H -7.12 2.61 4.15
O -7.65 11.43 -4.97
O 7.08 0.25 -3.24
H 2.38 0.15 -1.15
O 7.05 -4.24 1.54
H 9.09 4.05 -5.61
C 8.07 0.30 -5.39
*
```

These are the Mulliken partial charges, in e, on atoms 1 to 8:
1 C -0.87
2 C -0.78
3 F -0.22
4 O -0.54
5 O -0.61
6 C 0.31
7 H 0.35
8 H 0.30

Record 5
C45H48N3O2SrTe as an isolated structure, computed with ωB97M-V with the def2-TZVPD basis set.

- Highest occupied orbital energy (alpha / beta): -5.198 / -7.197 eV
- Gap between HOMO and LUMO (alpha / beta): 5.1 / 7.1 eV
- ΔE to the lowest compared entry with this formula, charge and spin: 50.5 kJ/mol
- LUMO energy (alpha / beta): -0.10 / -0.10 eV
- ⟨S²⟩: 0.779

Structure (ORCA input):
```
! wB97M-V def2-TZVPD RIJCOSX def2/J DEFGRID3
* xyz 0 2
C 0.09 4.22 1.36
C -1.03 6.33 -2.91
C -4.65 -4.17 3.43
C 1.64 -0.93 2.80
H -1.07 3.11 0.16
H 2.02 -2.09 -1.67
H 2.42 -1.90 -3.38
C -2.97 -1.98 -2.20
C -0.17 5.13 -1.00
H -0.55 3.08 -3.68
H 0.32 -3.76 0.69
H 2.07 5.34 3.89
C -2.56 -1.18 2.31
C 3.43 -1.16 4.94
C -0.45 -1.98 -2.25
C -4.15 -0.08 -1.38
C 0.70 4.30 2.62
H -0.08 -2.41 -1.31
C 0.04 -3.93 1.73
H 0.15 -0.86 -8.65
H 1.39 -4.32 -6.46
C 0.43 -1.27 -5.27
Sr 0.40 1.37 -1.83
C -0.55 3.98 -3.06
C 2.89 -0.24 -2.26
H -2.94 -2.97 -2.63
H -2.20 -5.01 2.67
H -4.39 -4.63 4.39
C -1.77 -1.31 -1.97
H -4.88 -4.99 2.74
C 1.05 -3.29 -6.48
C 0.87 -2.62 -5.29
H 3.48 0.86 -0.72
C 1.61 5.30 2.91
C -3.61 -1.97 2.78
H 3.90 -0.64 -2.32
H -4.54 -1.47 3.05
H -0.65 7.22 -1.00
C 1.31 6.17 0.70
H -1.29 5.17 -4.70
H -2.87 1.52 -0.76
N -1.76 -0.08 -1.44
H 2.43 -2.45 0.66
C -0.14 3.92 -1.71
C -2.93 0.51 -1.16
H -5.54 -3.58 3.57
H -5.07 0.45 -1.14
C 4.39 -1.28 6.10
H 0.88 -3.60 2.34
C 1.96 -1.40 -2.52
H 4.64 -2.28 3.58
C 0.40 5.17 0.38
H -0.08 -5.00 1.88
C -1.23 -3.20 2.09
H -3.77 0.50 1.76
H 2.00 -0.01 6.03
O -0.31 0.66 -4.07
H 0.96 -3.21 -8.63
H -5.11 -1.87 -2.09
C 2.24 -0.47 5.08
C 0.17 -0.66 -6.53
H 4.01 -1.68 0.82
C 1.34 -0.33 4.03
H 2.79 0.52 -3.05
H 5.26 -1.87 5.83
H -0.59 2.33 1.55
H 3.73 -3.26 1.55
H -2.05 0.84 1.74
C 3.27 -2.29 1.34
C 3.71 -1.73 3.71
H 0.42 3.57 3.37
C -1.36 -1.81 1.96
H 4.73 -0.30 6.42
N -0.87 3.21 1.14
C 2.84 -1.63 2.62
H 1.56 6.89 -0.07
H -0.07 1.22 3.51
N 0.56 -1.07 -2.78
H 3.90 -1.75 6.95
O 2.67 0.39 -0.97
H -0.19 0.36 -6.54
C -0.98 5.17 -3.66
C 0.81 -2.68 -7.71
C 0.23 -0.52 -4.09
H -0.64 -2.82 -2.94
H -0.80 -0.21 4.23
H -1.38 7.25 -3.36
C 1.92 6.25 1.94
C -4.17 -1.36 -1.90
C 0.07 0.45 4.27
H 1.06 -3.15 -4.37
C -2.82 0.30 2.26
C -0.62 6.31 -1.58
H 2.63 7.04 2.15
C -2.30 -3.94 2.57
C 0.36 -1.35 -7.71
H 0.10 0.93 5.25
H -2.90 0.71 3.27
Te 0.29 -0.71 1.17
C -3.51 -3.34 2.92
*
```

These are the Mulliken partial charges, in e, on atoms 1 to 8:
1 C 0.38
2 C -0.56
3 C -1.62
4 C 0.20
5 H -0.01
6 H 0.46
7 H 0.39
8 C -0.83

Record 6
C25H18MnN3OS2 as an isolated structure, computed with ωB97M-V with the def2-TZVPD basis set.

- Highest occupied orbital energy (alpha / beta): -1.829 / -4.249 eV
- Gap between HOMO and LUMO (alpha / beta): 4.1 / 6.9 eV
- ΔE to the lowest compared entry with this formula, charge and spin: 131.7 kJ/mol
- LUMO energy (alpha / beta): 2.29 / 2.65 eV
- ⟨S²⟩: 8.980

Structure (ORCA input):
```
! wB97M-V def2-TZVPD RIJCOSX def2/J DEFGRID3
* xyz -1 6
C 1.73 -4.56 -0.27
H 0.56 -6.38 -0.17
C -1.34 0.59 3.44
C -1.95 0.91 -2.62
C 4.87 2.53 -0.24
O 2.07 -0.37 -0.61
H 6.22 0.85 0.11
H -4.25 2.66 -4.40
C -0.45 -0.04 4.30
H -2.17 1.17 3.84
C 0.54 -5.30 -0.29
C -0.70 -3.24 -0.61
C 3.59 2.88 -0.51
H -1.60 -5.19 -0.47
Mn 0.07 -0.36 -0.42
C -3.82 2.44 0.21
N 2.95 0.61 -0.49
S 0.94 2.27 -0.98
H -2.33 1.13 -4.72
H 4.37 -0.81 -0.14
H 5.64 3.30 -0.14
C 0.61 -0.79 3.81
C -0.66 -4.66 -0.45
C -3.11 1.92 1.27
C 5.21 1.18 -0.10
C -2.64 1.41 -3.72
H -1.13 0.22 -2.78
C 0.78 -0.90 2.43
H 2.51 -2.57 -0.41
H -4.67 3.10 0.38
C 2.55 1.92 -0.65
H -3.39 2.16 2.29
C -1.17 0.49 2.05
N 0.47 -2.55 -0.57
C -3.44 2.12 -1.13
H 3.30 3.92 -0.63
H -0.60 0.06 5.37
S -2.13 -2.34 -0.84
C -4.11 2.61 -2.26
H -4.96 3.27 -2.10
H 1.30 -1.28 4.48
C 4.22 0.25 -0.23
H 1.60 -1.49 2.03
C -2.33 1.25 -1.32
C 1.63 -3.20 -0.42
N -1.63 0.76 -0.24
C -3.72 2.27 -3.54
C -2.02 1.09 1.04
C -0.09 -0.27 1.58
H 2.70 -5.04 -0.15
*
```

These are the natural (NBO) partial charges, in e, on atoms 1 to 8:
1 C -0.33
2 H 0.20
3 C -0.22
4 C -0.20
5 C -0.18
6 O -0.68
7 H 0.22
8 H 0.20

Record 7
C17H19FeNO2 as an isolated structure at a distorted geometry, computed with ωB97M-V with the def2-TZVPD basis set.

- Highest occupied orbital energy (alpha / beta): 1.725 / 0.191 eV
- Gap between HOMO and LUMO (alpha / beta): 3.4 / 4.9 eV
- LUMO energy (alpha / beta): 5.13 / 5.11 eV
- ⟨S²⟩: 6.114

Structure (ORCA input):
```
! wB97M-V def2-TZVPD RIJCOSX def2/J DEFGRID3
* xyz -2 5
O -0.47 -0.41 0.03
C 5.23 -1.44 0.61
H 1.88 0.04 -3.84
H -0.29 0.62 -2.46
O 1.29 0.11 -1.33
Fe 6.70 -1.79 2.04
C 4.60 -1.94 1.91
H 2.37 0.97 0.83
C 0.37 -0.25 -2.33
H 1.68 -2.40 3.04
H 5.06 -3.93 3.01
C 1.37 0.62 1.00
H 6.42 0.94 2.74
H 1.46 -1.64 -3.57
C 6.11 -3.56 1.10
C 7.16 0.14 2.68
C 8.76 -1.37 1.83
C 2.64 -2.16 3.50
H 2.45 -1.60 4.42
C 0.65 0.07 -0.11
H 3.11 -3.11 3.78
C 3.50 -1.42 2.55
H 3.19 -0.42 2.29
N 0.36 0.77 3.30
H 0.35 -0.61 -4.47
C 1.05 -0.63 -3.63
C 6.10 -2.42 0.14
H 6.66 -4.49 0.98
C 8.46 -1.75 3.19
H 7.02 -0.86 4.71
H 6.66 -2.39 -0.80
C 7.47 -0.83 3.72
H 8.90 -2.59 3.73
H 9.46 -1.87 1.15
H 5.03 -0.49 0.11
C 5.24 -3.28 2.15
H -0.25 -1.07 -1.94
C 7.96 -0.19 1.51
C 0.84 0.70 2.20
H 7.93 0.32 0.55
*
```

These are the natural (NBO) partial charges, in e, on atoms 1 to 8:
1 O -0.72
2 C -0.37
3 H 0.20
4 H 0.15
5 O -0.53
6 Fe 0.71
7 C -0.18
8 H 0.22

Record 8
A 2-piece molecular cluster, C10H20N5O2 overall at a distorted geometry, computed with ωB97M-V with the def2-TZVPD basis set.

- Highest occupied orbital energy: -11.920 eV
- Gap between HOMO and LUMO: 8.3 eV
- ΔE to the lowest compared entry with this formula, charge and spin: 391.8 kJ/mol
- LUMO energy: -3.58 eV

Structure (ORCA input):
```
! wB97M-V def2-TZVPD RIJCOSX def2/J DEFGRID3
* xyz 1 1
H -1.79 -1.47 5.24
H -3.11 1.11 -1.35
C 0.43 1.32 1.04
H -1.39 -1.16 -2.61
H 0.20 -0.95 0.91
H -1.50 -0.07 0.84
H 4.67 0.71 -0.51
N -2.13 -1.33 4.31
H 1.31 1.51 0.27
H 0.96 1.13 2.08
H -1.38 -1.94 -0.86
N 3.83 0.19 -2.77
C 2.67 -0.63 -3.30
C 3.93 0.18 -1.26
H -2.16 2.65 -0.57
C -0.39 0.00 0.49
O 0.09 1.79 -2.60
N -0.23 -0.03 -1.01
C -0.75 1.21 -1.69
H 4.56 0.75 -3.27
H -2.43 2.55 -2.46
H 0.49 -2.75 -3.04
H -0.32 2.22 1.04
N -2.10 0.92 4.59
C -2.37 -0.12 3.77
C -0.75 -1.31 -1.63
C 0.60 -2.23 -1.99
C -2.22 1.90 -1.48
H -1.76 0.81 5.53
H 2.40 -0.73 -4.45
H 0.78 -3.06 -1.16
C 1.93 -1.27 -1.98
N 2.79 -0.73 -0.86
H 2.57 -0.93 0.15
O -2.79 0.03 2.64
H -2.32 -2.13 3.73
H -2.27 1.85 4.23
*
```

These are the natural (NBO) partial charges, in e, on atoms 1 to 8:
1 H 0.39
2 H 0.25
3 C -0.66
4 H 0.24
5 H 0.18
6 H 0.26
7 H 0.30
8 N -0.84